No. 1
# C8H26AgFO8

C8H26AgFO8 as an isolated structure at a distorted geometry (ωB97M-V with the def2-TZVPD basis set, OMol25).

Kohn-Sham gap, Eh: 0.253
Net charge: 0
DFT total energy, eV: -31811.0192
Relative energy (zero: lowest compared OMol25 entry of this formula, charge and spin), kJ/mol: 52.8
Spin multiplicity: 1

Structure (XYZ):
```
44
Properties=species:S:1:pos:R:3:forces:R:3
Ag -0.138 2.036 2.855 -0.24 -0.35 -1.13
F -0.207 0.776 0.875 0.09 0.21 0.53
C -2.339 3.482 -0.192 -0.21 -0.38 -1.06
O -1.862 2.803 0.953 0.09 -0.07 0.37
H -3.145 2.944 -0.704 -0.10 -0.26 0.36
H -2.755 4.462 0.019 0.38 0.10 0.44
H -1.556 3.537 -0.952 0.13 0.44 0.11
H -1.419 1.981 0.652 -0.08 0.05 0.07
C 3.135 -1.092 1.319 -0.21 1.06 -0.17
O 3.780 0.140 1.019 0.72 -0.07 0.16
H 2.088 -0.898 1.063 -0.17 -0.92 0.19
H 3.565 -1.951 0.797 -0.16 0.08 -0.20
H 3.259 -1.258 2.391 -0.16 -0.02 -0.03
H 3.442 0.505 0.193 -0.11 -0.02 0.05
C -0.280 -2.397 2.712 1.98 -0.08 0.78
C 0.090 -3.696 2.029 -0.98 -0.27 -0.98
O -1.096 -4.496 1.860 0.32 0.14 0.11
O -1.033 -1.530 1.936 -1.22 0.01 -0.21
H 0.696 -1.960 2.984 -0.10 0.20 -0.14
H -0.738 -2.574 3.691 -0.49 -0.13 -0.29
H 0.859 -4.281 2.542 -0.01 0.29 0.30
H 0.451 -3.450 1.022 0.25 0.13 0.17
H -0.937 -5.058 1.097 -0.18 -0.09 0.05
H -0.583 -0.791 1.484 0.44 -0.10 0.21
C 2.222 3.652 -2.301 0.46 -0.31 0.57
C 1.307 2.815 -1.427 -1.65 -0.47 0.80
O 1.914 1.845 -0.573 0.69 0.19 -0.33
O 2.605 3.059 -3.524 -0.11 -0.41 -0.11
H 3.135 3.820 -1.719 -0.01 0.07 0.11
H 1.763 4.632 -2.439 -0.16 -0.03 -0.16
H 0.484 2.278 -1.920 0.41 0.31 -0.87
H 0.738 3.505 -0.780 0.40 0.29 0.01
H 1.194 1.293 -0.219 0.07 0.16 0.08
H 2.446 3.652 -4.260 -0.09 0.11 0.06
C -2.585 -2.420 -1.111 0.00 -0.63 -0.93
C -1.910 -1.426 -2.061 -0.68 -0.07 1.25
O -0.663 -0.984 -1.549 0.31 -0.06 -0.24
O -3.134 -1.853 0.057 0.79 -0.34 -0.12
H -1.840 -3.209 -0.929 0.08 0.23 0.51
H -3.354 -2.983 -1.661 -0.27 0.46 0.05
H -2.570 -0.559 -2.166 -0.11 -0.12 -0.42
H -1.779 -1.970 -2.996 0.36 0.40 -0.18
H -0.810 -0.390 -0.799 -0.07 -0.11 -0.05
H -2.442 -1.992 0.730 -0.37 0.35 0.27
```
Positions in Å, forces in eV/Å.

No. 2
# C8H26F24Li2N4O29S8

C8H26F24Li2N4O29S8 as an isolated structure at a distorted geometry (ωB97M-V with the def2-TZVPD basis set, OMol25).

Kohn-Sham gap, Eh: 0.112
Net charge: -2
DFT total energy, eV: -226358.2231
Spin multiplicity: 1

Structure (XYZ):
```
101
Properties=species:S:1:pos:R:3:forces:R:3
Li 2.030 -3.661 0.637 -0.27 0.24 -0.15
Li 4.409 1.203 7.846 0.21 0.10 -0.29
C 0.232 0.484 1.403 1.13 0.21 -1.73
F -0.372 1.479 2.056 0.42 -1.15 -0.56
F -0.027 -0.713 2.020 -0.02 1.40 -1.13
F -0.150 0.501 0.057 0.19 -0.53 3.11
S 2.196 0.822 1.420 -0.04 0.07 2.81
O 2.274 2.268 1.208 -0.24 -2.44 -0.30
O 2.616 0.405 2.791 -0.67 -0.15 -2.65
N 2.890 -0.307 0.228 -1.65 1.34 3.28
S 3.085 0.663 -0.980 1.30 4.08 -4.23
O 1.851 1.002 -1.729 2.45 -0.72 1.54
O 4.067 1.772 -0.694 -2.11 -3.08 -1.05
C 3.993 -0.484 -2.247 -1.48 -0.31 -1.78
F 3.978 0.007 -3.505 -0.05 0.87 0.98
F 5.252 -0.747 -1.985 0.23 -0.38 0.83
F 3.271 -1.649 -2.427 0.64 0.18 1.23
C -5.232 -7.411 14.014 -2.97 1.43 -2.07
F -3.998 -7.441 14.222 4.16 -0.36 0.51
F -5.643 -8.580 13.505 0.00 0.31 -0.21
F -5.845 -7.228 15.162 -0.85 0.20 0.88
S -5.665 -5.852 12.871 -1.76 -1.12 -0.77
O -7.106 -6.137 12.530 3.71 0.80 0.93
O -5.355 -4.640 13.626 -0.16 -1.73 -0.60
N -4.516 -6.087 11.554 -2.24 -0.21 3.13
S -5.174 -5.307 10.376 -0.12 2.93 -2.29
O -6.427 -5.785 9.856 0.49 -0.80 -0.38
O -5.148 -3.850 10.481 0.35 -0.81 0.28
C -3.791 -5.597 9.097 -1.76 0.19 1.94
F -2.636 -5.136 9.594 0.06 -0.30 -0.64
F -3.726 -6.932 8.947 0.64 0.49 -1.09
F -4.083 -4.924 7.965 0.51 -1.02 0.37
C -4.466 7.045 -0.704 -1.79 0.30 -1.94
F -4.311 5.713 -0.619 -0.10 0.69 0.21
F -5.551 7.453 -0.050 -0.03 -0.54 0.67
F -3.430 7.654 -0.201 0.84 0.14 0.40
S -4.727 7.559 -2.572 3.63 -0.41 -0.03
O -3.322 7.937 -2.860 -2.32 -0.58 -0.07
O -5.258 6.324 -3.220 0.60 3.25 1.29
N -5.577 9.094 -2.505 4.59 -2.51 0.89
S -6.948 8.670 -2.940 -4.19 1.32 -3.20
O -7.035 8.514 -4.411 -0.77 0.58 2.60
O -7.546 7.698 -2.087 -1.15 -0.82 0.19
C -7.880 10.333 -2.326 0.71 -0.20 -1.34
F -9.090 10.436 -3.018 1.58 -0.08 1.98
F -8.020 10.230 -0.941 -0.28 0.87 -2.79
F -7.175 11.503 -2.669 -1.33 -1.96 1.19
C -5.024 -0.561 -12.143 0.84 0.87 0.55
F -6.039 -0.083 -11.408 0.39 -0.68 -0.09
F -5.483 -0.882 -13.345 -0.23 -0.55 0.00
F -4.173 0.470 -12.341 0.03 -0.46 0.34
S -4.111 -2.098 -11.397 1.57 -0.29 -0.47
O -5.160 -3.098 -11.315 0.34 1.28 0.16
O -3.042 -2.406 -12.358 -1.42 1.17 1.32
N -3.446 -1.516 -9.870 -1.04 0.93 -4.14
S -3.625 -2.752 -8.983 0.13 -2.53 1.11
O -4.931 -2.783 -8.380 0.44 -0.47 0.82
O -3.106 -3.958 -9.625 -0.31 0.44 1.05
C -2.349 -2.530 -7.577 -0.22 -1.22 -0.69
F -1.118 -2.316 -8.062 -0.34 0.66 0.15
F -2.690 -1.656 -6.654 0.14 0.91 0.00
F -2.260 -3.714 -6.929 -0.29 -0.16 -0.12
O 7.122 -0.906 7.153 -0.46 0.32 0.19
H 7.206 -0.888 6.200 0.04 -0.05 -0.39
H 7.921 -1.338 7.456 0.19 -0.11 0.17
O 5.141 -3.180 -9.351 0.18 -0.23 -0.03
H 4.284 -2.913 -9.018 -0.30 0.04 0.06
H 5.647 -2.369 -9.389 0.11 0.19 -0.03
O -3.233 0.570 7.970 0.26 0.11 0.14
H -3.149 1.073 7.160 -0.02 0.14 -0.20
H -3.904 -0.085 7.777 -0.22 -0.25 0.06
O -1.025 -4.568 -0.476 0.53 0.06 0.33
H -1.246 -5.391 -0.913 -0.06 -0.24 -0.11
H -1.539 -3.906 -0.937 -0.18 0.29 -0.14
O 10.237 2.390 -1.874 0.09 -0.04 0.26
H 10.992 2.350 -2.460 0.17 -0.02 -0.13
H 9.508 2.648 -2.439 -0.29 0.06 -0.15
O 6.917 8.294 -1.031 0.17 0.07 -0.15
H 6.868 8.891 -0.285 -0.03 0.18 0.14
H 6.530 7.479 -0.713 -0.14 -0.26 0.00
O 11.378 -3.263 -0.024 -0.09 0.06 0.20
H 12.259 -3.636 0.011 0.23 -0.07 0.03
H 11.051 -3.499 -0.892 -0.14 0.00 -0.23
O 3.607 -6.505 -0.737 -0.14 0.36 0.27
H 3.769 -7.344 -0.305 0.01 -0.22 0.16
H 3.847 -6.655 -1.651 0.03 0.06 -0.32
O 6.549 -2.134 2.514 0.04 -0.03 0.33
H 6.448 -3.046 2.242 0.10 -0.22 -0.08
H 5.964 -1.645 1.935 -0.16 0.33 -0.21
O 5.156 4.190 6.228 -0.12 -0.45 0.42
H 5.925 4.649 5.890 0.26 0.08 -0.07
H 4.447 4.441 5.637 -0.25 0.09 -0.24
O 7.882 3.446 -6.003 0.10 -0.11 0.23
H 7.813 3.022 -6.858 -0.09 -0.15 -0.19
H 8.145 4.345 -6.202 0.01 0.26 -0.01
O -1.344 3.008 -6.549 0.10 -0.13 -0.24
H -1.541 2.696 -5.666 -0.11 -0.10 0.21
H -1.072 3.917 -6.427 0.01 0.25 0.03
O 1.716 -4.203 4.157 0.17 0.00 -0.43
H 2.285 -3.718 4.755 0.13 0.17 0.10
H 1.083 -4.638 4.727 -0.29 -0.15 0.09
```
Positions in Å, forces in eV/Å.

No. 3
# C8H26INO9S

A 6-piece molecular cluster, C8H26INO9S overall (ωB97M-V with the def2-TZVPD basis set, OMol25).

Kohn-Sham gap, Eh: 0.356
Net charge: 0
DFT total energy, eV: -47567.9276
Relative energy (zero: lowest compared OMol25 entry of this formula, charge and spin), kJ/mol: 0.0
Spin multiplicity: 1

Structure (XYZ):
```
46
Properties=species:S:1:pos:R:3:forces:R:3
N 3.076 1.730 -0.285 -0.23 -0.10 -0.31
C 1.899 1.399 -1.060 0.25 0.11 0.32
C 0.491 1.554 -0.407 -0.03 0.03 -0.30
I 0.475 2.605 1.497 0.09 -0.01 -0.05
C -0.277 0.251 -0.234 0.47 -0.08 -0.05
O -1.658 0.651 -0.163 -0.10 0.43 0.14
S -1.891 1.862 -1.175 0.67 -0.33 -0.24
O -2.595 2.927 -0.567 -0.15 -0.18 0.17
O -2.324 1.312 -2.413 -0.14 0.26 -0.06
O -0.334 2.275 -1.342 -0.46 -0.25 0.27
H 3.118 1.187 0.567 0.11 0.07 0.05
H 3.099 2.714 -0.056 0.01 -0.01 0.16
H 1.871 2.023 -1.951 0.02 0.08 0.00
H 2.000 0.368 -1.405 -0.18 0.08 0.16
H 0.007 -0.280 0.667 -0.30 -0.03 0.06
H -0.115 -0.388 -1.107 -0.06 0.15 0.07
C -0.412 -3.522 2.232 -0.10 0.03 -0.10
O -0.644 -2.666 1.118 0.05 -0.05 0.08
H 0.614 -3.364 2.556 0.01 0.01 0.01
H -1.080 -3.285 3.063 0.03 -0.02 0.03
H -0.531 -4.573 1.958 0.02 -0.02 0.04
H -1.550 -2.801 0.826 -0.01 0.06 -0.04
C 0.158 -2.128 -3.035 -0.05 0.02 -0.04
O 1.227 -1.263 -2.641 -0.06 -0.19 -0.16
H -0.163 -2.663 -2.144 0.05 -0.02 0.03
H -0.686 -1.564 -3.436 0.01 -0.02 -0.03
H 0.488 -2.855 -3.780 0.00 -0.01 0.04
H 1.511 -0.780 -3.422 0.03 0.04 -0.03
C 3.944 -2.997 3.390 -0.10 0.06 -0.10
O 3.611 -2.099 2.338 0.01 -0.02 0.06
H 4.998 -2.853 3.612 0.01 0.01 0.00
H 3.365 -2.789 4.293 0.03 -0.03 0.03
H 3.788 -4.037 3.092 0.02 -0.02 0.04
H 2.680 -2.218 2.129 0.00 0.03 -0.07
C -1.468 4.920 4.557 0.01 -0.12 0.05
O -0.694 3.753 4.813 0.01 0.08 -0.06
H -0.924 5.513 3.826 0.01 0.00 -0.01
H -2.447 4.667 4.142 -0.01 0.04 -0.02
H -1.602 5.517 5.463 -0.01 0.03 -0.02
H -1.167 3.218 5.456 0.02 -0.05 -0.01
C -3.405 -0.170 -5.510 0.04 0.02 0.12
O -2.625 -0.657 -4.429 -0.15 -0.25 -0.17
H -2.922 -0.490 -6.431 0.01 -0.01 -0.01
H -4.420 -0.577 -5.489 -0.01 0.02 -0.04
H -3.456 0.922 -5.500 -0.02 0.00 -0.04
H -3.030 -0.351 -3.612 0.18 0.17 0.03
```
Positions in Å, forces in eV/Å.

No. 4
# C8H28B3Cs3O4S2

C8H28B3Cs3O4S2 as an isolated structure at a distorted geometry (ωB97M-V with the def2-TZVPD basis set, OMol25).

Kohn-Sham gap, Eh: 0.179
Net charge: 0
DFT total energy, eV: -42269.3976
Relative energy (zero: lowest compared OMol25 entry of this formula, charge and spin), kJ/mol: 646.3
Spin multiplicity: 1

Structure (XYZ):
```
48
Properties=species:S:1:pos:R:3:forces:R:3
Cs 2.369 -2.057 5.453 0.30 0.40 0.02
Cs 7.688 -2.614 12.110 0.08 0.36 -0.24
Cs 7.699 4.570 7.477 0.06 -0.41 -0.08
B 11.726 0.762 9.065 0.05 0.03 -0.13
H 10.846 1.032 9.628 -4.18 1.25 2.07
H 11.652 0.865 7.993 -0.71 0.37 -4.29
H 12.477 1.462 9.396 3.30 2.57 1.45
H 11.942 -0.261 9.330 1.17 -4.21 1.06
B 3.510 0.871 10.020 0.03 0.03 0.04
H 3.438 1.333 10.992 -0.46 1.85 3.83
H 3.100 1.481 9.230 -1.79 2.68 -3.08
H 4.551 0.730 9.774 4.49 -0.75 -0.95
H 2.996 -0.078 9.990 -2.14 -4.12 0.02
B 6.309 1.242 2.557 0.02 -0.03 -0.04
H 6.238 1.100 3.624 -0.39 -0.91 4.64
H 6.509 2.296 2.434 0.46 4.33 -0.88
H 7.146 0.686 2.166 3.53 -2.23 -1.38
H 5.448 0.838 2.048 -3.85 -1.24 -2.04
C -3.564 0.335 9.823 1.10 1.46 0.36
C -4.765 -0.076 9.015 -0.78 0.14 0.18
C -5.639 1.132 8.797 0.71 1.96 0.42
S -5.600 2.070 10.409 -1.59 0.04 -0.36
O -6.741 1.496 11.175 1.76 1.57 -0.77
O -5.391 3.555 10.197 -0.56 -3.90 0.72
C -4.043 1.258 10.983 -0.64 0.35 0.60
H -2.837 0.966 9.313 0.00 -0.29 -0.62
H -3.066 -0.597 10.088 0.21 0.38 0.68
H -5.201 -0.805 9.699 -0.77 -0.33 -0.66
H -4.537 -0.473 8.026 0.20 -0.45 0.29
H -6.638 1.072 8.366 -0.02 -0.32 0.55
H -5.078 1.831 8.177 0.04 0.00 -0.40
H -4.201 0.767 11.943 -0.64 -0.34 -0.26
H -3.515 2.157 11.300 0.97 -0.24 -0.73
C 3.552 6.303 16.245 0.30 0.52 -0.27
C 2.068 6.593 15.946 -0.44 -0.21 -0.87
C 1.960 7.345 14.611 0.07 0.74 -0.08
S 3.486 8.324 14.406 0.85 1.68 0.29
O 3.352 9.773 14.747 -0.22 -2.78 -0.73
O 4.076 7.964 13.110 -0.50 0.27 1.56
C 4.378 7.555 15.858 -0.92 -0.27 -0.61
H 3.933 5.461 15.668 -0.28 -0.11 -0.04
H 3.686 6.071 17.302 0.06 -0.01 -0.05
H 1.542 7.113 16.747 0.34 0.22 0.03
H 1.489 5.689 15.758 0.20 -0.29 0.43
H 1.120 8.033 14.521 0.05 0.07 0.27
H 1.893 6.684 13.746 0.35 -0.07 0.09
H 4.340 8.288 16.664 0.21 0.15 -0.29
H 5.386 7.339 15.505 -0.05 0.09 0.23
```
Positions in Å, forces in eV/Å.